Computed, not measured: a structure of composition C49H58MoN6O5PS2, with ωB97M-V with the def2-TZVPD basis set.

```
122
Properties=species:S:1:pos:R:3
Mo -0.091 -0.529 -0.002
C 1.764 3.940 -0.837
O 2.755 3.453 0.061
C 3.326 2.226 -0.163
C 4.699 2.163 0.001
C 5.396 0.973 -0.186
C 4.712 -0.163 -0.552
C 3.318 -0.146 -0.680
C 2.634 -1.310 -1.158
N 1.349 -1.492 -1.130
N 0.948 -2.562 -1.909
C -0.326 -2.482 -2.205
O -1.110 -1.573 -1.774
C -0.854 -3.482 -3.173
C -2.151 -3.341 -3.654
C -2.683 -4.285 -4.519
C -1.925 -5.378 -4.912
C -0.621 -5.511 -4.452
C -0.085 -4.566 -3.594
C 2.591 1.055 -0.465
O 1.293 1.077 -0.623
H 2.157 4.833 -1.335
H 0.877 4.213 -0.264
H 1.493 3.209 -1.590
H 5.216 3.074 0.274
H 6.472 0.953 -0.072
H 5.241 -1.093 -0.731
H 3.214 -2.083 -1.656
H -2.733 -2.485 -3.336
H -3.697 -4.171 -4.884
H -2.347 -6.125 -5.574
H -0.020 -6.357 -4.766
H 0.929 -4.647 -3.226
N -0.311 2.962 1.491
C 0.686 3.279 2.366
C 0.805 4.621 2.750
C 1.799 5.055 3.598
C 2.750 4.143 4.022
C 2.618 2.813 3.663
C 1.548 2.298 2.909
C 1.537 0.778 2.832
C 2.092 0.268 4.031
C 2.679 -0.972 4.142
C 2.720 -1.760 3.010
C 1.973 -1.372 1.912
C 1.259 -0.161 1.773
H -0.094 2.176 0.912
H -0.718 3.737 0.996
H 0.086 5.328 2.345
H 1.854 6.097 3.888
H 3.592 4.463 4.624
H 3.399 2.134 3.972
H 2.081 0.904 4.905
H 3.114 -1.299 5.080
H 3.251 -2.706 3.002
H 1.938 -2.093 1.110
O -3.261 0.958 3.056
C -4.158 1.466 2.192
C -5.343 1.993 2.703
C -6.288 2.543 1.858
C -6.061 2.592 0.486
C -4.888 2.074 -0.029
C -3.932 1.494 0.806
C -2.667 0.979 0.249
O -1.907 0.224 0.960
N -2.335 1.363 -0.954
N -1.099 0.885 -1.312
C -0.812 1.161 -2.540
S 0.699 0.826 -3.334
C -0.077 0.855 -4.990
C -1.023 2.033 -5.017
S -2.043 1.963 -3.507
H -2.482 0.657 2.539
H -5.500 1.968 3.774
H -7.207 2.939 2.272
H -6.796 3.033 -0.175
H -4.680 2.108 -1.089
H -0.605 -0.086 -5.145
H 0.721 0.953 -5.725
H -1.700 2.004 -5.871
H -0.474 2.975 -5.014
C -1.204 -6.080 2.262
C -0.783 -4.977 1.290
C -1.192 -5.396 -0.124
C 0.743 -4.826 1.255
P -1.507 -3.237 1.625
N -0.683 -2.146 0.877
C -3.354 -3.271 1.107
C -4.146 -4.511 1.529
C -3.446 -3.105 -0.412
C -4.007 -2.024 1.716
C -1.501 -2.978 3.529
C -2.575 -3.731 4.317
C -0.137 -3.398 4.077
C -1.624 -1.467 3.777
H -0.848 -7.040 1.873
H -2.288 -6.145 2.356
H -0.778 -5.948 3.255
H -0.551 -6.217 -0.458
H -1.054 -4.567 -0.810
H -2.225 -5.738 -0.179
H 1.197 -5.782 0.970
H 1.167 -4.515 2.207
H 1.010 -4.087 0.499
H -3.818 -5.407 1.003
H -5.197 -4.347 1.272
H -4.094 -4.696 2.602
H -3.239 -4.025 -0.955
H -2.755 -2.337 -0.752
H -4.460 -2.788 -0.680
H -4.154 -2.112 2.792
H -4.990 -1.868 1.263
H -3.396 -1.149 1.510
H -2.523 -4.808 4.152
H -3.582 -3.387 4.086
H -2.406 -3.548 5.383
H 0.011 -4.478 4.064
H -0.054 -3.071 5.117
H 0.656 -2.915 3.521
H -2.653 -1.118 3.736
H -1.036 -0.918 3.041
H -1.230 -1.221 4.767
```

## Properties
⟨S²⟩: 2.028
Kohn-Sham gap (spin up / spin down): 6.12 / 6.91 eV
F_max: 0.030 hartree/bohr
energy above the lowest of the compared OMol25 structures with the same formula, charge and spin: 18.2 kcal/mol
multiplicity: 3
total charge: -1
HOMO (spin up / spin down): -3.98 / -4.78 eV
energy: -103750.337 eV

---

Computed, not measured: a structure of composition C49H59N2O3P3S4SiTeW, with ωB97M-V with the def2-TZVPD basis set.

```
123
Properties=species:S:1:pos:R:3
W -0.243 0.354 0.642
S 1.304 0.237 -3.361
P 0.886 -1.243 -0.879
C 0.522 -1.731 0.890
P 1.787 -1.377 2.168
S 1.602 0.622 2.359
C 1.617 -1.977 3.888
C 2.725 -1.764 4.717
C 2.640 -2.024 6.076
C 1.453 -2.486 6.628
C 0.344 -2.662 5.818
C 0.422 -2.398 4.458
C 3.521 -1.760 1.794
C 4.287 -0.848 1.078
C 5.621 -1.127 0.816
C 6.189 -2.307 1.275
C 5.427 -3.217 1.996
C 4.093 -2.948 2.252
C 2.497 -2.116 -1.238
C 3.423 -1.674 -2.183
C 4.514 -2.454 -2.543
C 4.706 -3.698 -1.968
C 3.821 -4.134 -0.994
C 2.744 -3.345 -0.624
C -0.247 -2.394 -1.844
C -0.156 -3.780 -1.681
C -0.929 -4.662 -2.424
C -1.823 -4.185 -3.368
C -1.936 -2.815 -3.545
C -1.163 -1.942 -2.792
H 3.653 -1.395 4.306
H 3.506 -1.858 6.704
H 1.396 -2.704 7.687
H -0.592 -3.001 6.246
H -0.456 -2.530 3.853
H 3.836 0.073 0.729
H 6.218 -0.422 0.250
H 7.230 -2.523 1.065
H 5.872 -4.137 2.354
H 3.496 -3.656 2.814
H 3.303 -0.710 -2.651
H 5.211 -2.084 -3.286
H 5.545 -4.318 -2.262
H 3.970 -5.093 -0.510
H 2.106 -3.682 0.179
H 0.536 -4.198 -0.968
H -0.817 -5.729 -2.270
H -2.412 -4.869 -3.967
H -2.613 -2.414 -4.293
H -1.265 -0.898 -2.989
C -1.264 6.333 1.834
C -1.420 4.871 2.191
O -0.484 3.986 1.522
P -0.331 3.921 -0.067
S -2.053 3.914 -0.981
S 1.029 2.385 -0.264
O 0.441 5.241 -0.504
C 1.685 5.677 0.107
C 2.874 5.354 -0.774
H -1.960 6.912 2.443
H -1.499 6.509 0.785
H -0.254 6.689 2.039
H -2.432 4.532 1.965
H -1.220 4.710 3.248
H 1.790 5.216 1.089
H 1.578 6.752 0.228
H 3.070 4.282 -0.788
H 3.755 5.864 -0.379
H 2.700 5.693 -1.796
C -5.167 -0.554 -2.523
N -4.127 -0.757 -1.526
C -4.267 -1.910 -0.655
C -3.082 0.058 -1.441
O -2.143 -0.060 -0.660
H -5.308 -1.470 -3.097
H -4.884 0.247 -3.203
H -6.112 -0.294 -2.046
H -4.283 -2.827 -1.246
H -5.194 -1.840 -0.081
H -3.428 -1.937 0.029
H -3.108 0.882 -2.163
C -1.322 1.677 3.840
Si -2.543 0.593 2.953
C -3.766 -0.048 4.211
C -3.485 1.572 1.681
N -1.579 -0.590 1.995
C -1.650 -1.883 2.054
C -0.661 -2.648 1.221
C -0.371 -4.022 1.746
C -1.248 -4.664 2.521
C -2.446 -3.983 2.976
C -2.619 -2.659 2.804
H -1.876 2.449 4.385
H -0.629 2.175 3.162
H -0.729 1.106 4.559
H -4.123 0.815 4.784
H -3.319 -0.751 4.922
H -4.638 -0.520 3.750
H -3.983 2.430 2.146
H -4.256 0.961 1.197
H -2.838 1.961 0.896
H -1.163 -2.815 0.256
H 0.540 -4.510 1.418
H -1.069 -5.683 2.841
H -3.191 -4.544 3.528
H -3.470 -2.170 3.256
C 0.596 3.398 -3.515
Te -0.426 1.658 -2.822
C -1.356 1.701 -4.781
C -0.819 2.901 -5.521
C -1.257 3.205 -6.811
C -0.759 4.309 -7.480
C 0.177 5.132 -6.860
C 0.606 4.840 -5.577
C 0.117 3.721 -4.903
H 1.653 3.146 -3.494
H 0.415 4.224 -2.833
H -2.440 1.784 -4.657
H -1.138 0.774 -5.312
H -1.999 2.570 -7.285
H -1.100 4.533 -8.483
H 0.567 6.000 -7.377
H 1.327 5.485 -5.085
```

## Properties
⟨S²⟩: 0.762
Kohn-Sham gap (spin up / spin down): 6.11 / 5.78 eV
F_max: 0.041 hartree/bohr
energy above the lowest of the compared OMol25 structures with the same formula, charge and spin: 24.8 kcal/mol
multiplicity: 2
total charge: +1
HOMO (spin up / spin down): -9.16 / -8.94 eV
energy: -149095.534 eV

---

> Look up the multiplicity of the second one.

2

---

> What is the ⟨S²⟩ in the second record?

0.762